[1]
DFT (ωB97M-V with the def2-TZVPD basis set) results for an isolated molecule of C17H23N3O4S2 at a distorted geometry.

Geometry as XYZ:
```
49
Properties=species:S:1:pos:R:3:nbo_charge:R:1
C -3.67 -1.36 -0.73 -0.6132
H -4.54 -1.94 -0.44 0.2152
C -2.41 -1.99 -0.14 -0.0476
N -1.26 -1.17 -0.47 -0.6354
C -0.17 -1.14 0.32 0.7912
O -0.09 -1.60 1.44 -0.6771
N 0.92 -0.49 -0.24 -0.2008
C 2.14 -0.28 0.50 0.0845
N 2.40 1.12 0.70 -0.4513
C 3.22 1.72 -0.19 -0.0734
S 3.46 3.33 -0.33 -0.1535
S 4.05 0.54 -1.19 0.3215
C 3.38 -0.88 -0.19 -0.1149
C 3.05 -2.05 -1.10 -0.6296
H 2.40 -1.73 -1.91 0.2352
H 3.96 -2.46 -1.53 0.2184
H 2.55 -2.83 -0.53 0.2208
C 4.42 -1.26 0.85 -0.6249
H 4.63 -0.42 1.51 0.2207
H 4.07 -2.09 1.45 0.2129
H 5.35 -1.55 0.36 0.2222
C 1.60 1.87 1.65 -0.2487
C 0.16 1.95 1.23 -0.0298
C -0.83 1.35 1.99 -0.2011
C -2.17 1.37 1.60 -0.2685
C -2.47 2.01 0.42 0.2895
C -1.47 2.63 -0.35 0.2363
C -0.15 2.61 0.04 -0.3249
H 0.60 3.13 -0.53 0.2548
O -2.04 3.18 -1.47 -0.4763
C -3.42 2.93 -1.36 0.2366
O -3.68 2.17 -0.20 -0.4939
H -3.96 3.89 -1.31 0.1596
H -3.76 2.37 -2.25 0.1602
H -2.94 0.91 2.19 0.2318
H -0.57 0.83 2.90 0.2272
H 1.69 1.38 2.62 0.2114
H 2.04 2.87 1.71 0.2574
H 1.96 -0.78 1.46 0.2652
O 0.79 0.12 -1.48 -0.5589
H 0.54 1.06 -1.35 0.4862
H -1.14 -0.92 -1.44 0.4091
C -2.22 -3.42 -0.65 -0.6135
H -2.12 -3.43 -1.74 0.1991
H -3.07 -4.04 -0.38 0.2108
H -1.32 -3.85 -0.21 0.2198
H -2.47 -2.00 0.95 0.2206
H -3.80 -0.34 -0.36 0.2225
H -3.61 -1.34 -1.81 0.1969
```

As for the calculated total energy: -52332.9365 eV. The calculation puts the relative energy (zero: lowest compared OMol25 entry of this formula, charge and spin) at 103.38 kJ/mol. The orbital gap is 8.8 eV. The calculation puts the LUMO energy at 0.582 eV.

[2]
DFT (ωB97M-V with the def2-TZVPD basis set) results for an isolated molecule of C17H23NO3.

Geometry as XYZ:
```
44
Properties=species:S:1:pos:R:3:nbo_charge:R:1
C -1.55 -0.76 -1.79 -0.6209
H -1.63 0.05 -2.52 0.1906
H -0.54 -1.16 -1.81 0.2366
H -2.23 -1.55 -2.08 0.2209
C -1.88 -0.27 -0.38 -0.2527
C -3.37 -0.09 -0.17 -0.0206
C -4.00 -0.64 0.94 -0.2047
C -5.35 -0.47 1.14 -0.2041
C -6.10 0.26 0.24 -0.2218
C -5.49 0.82 -0.87 -0.2235
C -4.13 0.65 -1.07 -0.1703
H -3.67 1.09 -1.94 0.1972
H -6.07 1.39 -1.58 0.2095
H -7.16 0.40 0.39 0.2115
H -5.83 -0.90 2.01 0.2117
H -3.41 -1.21 1.65 0.2118
H -1.52 -1.02 0.34 0.2183
C -1.18 1.06 -0.05 -0.2110
N 0.26 0.97 -0.15 -0.6215
C 1.04 0.70 0.92 0.6884
O 0.61 0.60 2.04 -0.6226
C 2.54 0.59 0.62 -0.3046
C 3.12 1.94 0.21 -0.3863
C 4.63 1.83 0.03 -0.3961
C 4.98 0.76 -1.00 -0.3953
C 4.38 -0.58 -0.60 -0.3903
C 2.86 -0.46 -0.46 -0.3161
C 2.22 -1.77 -0.07 0.8078
O 1.28 -2.26 -0.64 -0.6025
O 2.78 -2.32 1.01 -0.6843
H 2.31 -3.13 1.26 0.5040
H 2.44 -0.16 -1.42 0.2146
H 4.62 -1.34 -1.36 0.2148
H 4.81 -0.91 0.35 0.2150
H 6.06 0.67 -1.09 0.2143
H 4.59 1.06 -1.97 0.1935
H 5.04 2.80 -0.28 0.2122
H 5.09 1.57 0.99 0.1990
H 2.66 2.28 -0.73 0.1941
H 2.89 2.68 0.98 0.2238
H 3.01 0.27 1.56 0.2388
H 0.65 0.91 -1.08 0.3918
H -1.41 1.34 0.98 0.2366
H -1.53 1.84 -0.73 0.1923
```

As for the calculated total energy: -25636.7552 eV. The calculation puts the relative energy (zero: lowest compared OMol25 entry of this formula, charge and spin) at 5.88 kJ/mol. The orbital gap is 9.6 eV. The calculation puts the LUMO energy at 0.704 eV.

[3]
DFT (ωB97M-V with the def2-TZVPD basis set) results for an isolated molecule of C17H23NO4.

Geometry as XYZ:
```
45
Properties=species:S:1:pos:R:3:nbo_charge:R:1
C 1.95 -1.09 -0.52 -0.6196
C 2.07 0.30 -1.13 -0.3961
C 1.53 0.38 -2.56 -0.3852
C 0.04 0.07 -2.63 -0.4069
C -0.57 0.47 -3.97 -0.3789
C -2.03 0.01 -4.12 -0.4871
C -2.84 0.56 -2.96 0.6889
O -3.28 1.68 -2.92 -0.6249
N -3.04 -0.34 -1.95 -0.6196
H -2.50 -1.19 -1.95 0.4101
C -3.44 0.09 -0.64 -0.3366
C -2.44 -0.41 0.38 0.8088
O -1.60 -1.24 0.14 -0.6174
O -2.63 0.14 1.58 -0.4832
C -1.64 -0.17 2.55 -0.1871
H -2.02 0.20 3.50 0.2224
C -0.33 0.53 2.18 0.5455
O -0.28 1.25 1.21 -0.5284
C 0.84 0.27 3.05 -0.1178
C 2.05 0.86 2.70 -0.1612
C 3.19 0.65 3.46 -0.2166
C 3.12 -0.16 4.58 -0.1772
C 1.92 -0.75 4.94 -0.2209
C 0.78 -0.54 4.18 -0.1852
H -0.14 -1.01 4.48 0.2104
H 1.87 -1.38 5.82 0.2180
H 4.01 -0.33 5.18 0.2177
H 4.12 1.11 3.17 0.2198
H 2.08 1.49 1.82 0.2372
H -1.48 -1.25 2.59 0.2219
H -4.43 -0.29 -0.38 0.2225
H -3.48 1.19 -0.63 0.2662
H -2.44 0.40 -5.05 0.2337
H -2.08 -1.08 -4.14 0.2018
H -0.53 1.55 -4.08 0.2108
H 0.02 0.03 -4.79 0.2018
H -0.11 -1.00 -2.46 0.1945
H -0.46 0.61 -1.83 0.2050
H 2.09 -0.31 -3.20 0.1898
H 1.70 1.40 -2.93 0.1988
H 1.52 1.01 -0.51 0.2092
H 3.12 0.60 -1.13 0.1929
H 2.40 -1.84 -1.17 0.1971
H 2.46 -1.13 0.44 0.2054
H 0.91 -1.35 -0.35 0.2195
```

As for the calculated total energy: -27683.4952 eV. The calculation puts the relative energy (zero: lowest compared OMol25 entry of this formula, charge and spin) at 87.17 kJ/mol. The orbital gap is 9.5 eV. The calculation puts the LUMO energy at -0.091 eV.

[4]
DFT (ωB97M-V with the def2-TZVPD basis set) results for a structure of composition C17H24B2CaF8O15 at a distorted geometry.

Geometry as XYZ:
```
67
Properties=species:S:1:pos:R:3:nbo_charge:R:1
Ca -6.72 5.22 17.14 1.9831
B -4.75 2.79 13.69 1.3100
F -3.59 2.77 12.94 -0.5685
F -5.40 1.62 13.39 -0.5582
F -4.42 2.83 15.01 -0.5937
F -5.53 3.88 13.46 -0.5782
B -11.33 3.23 14.59 1.3219
F -12.15 2.13 14.32 -0.5742
F -10.12 2.81 15.17 -0.5995
F -11.04 3.94 13.45 -0.5719
F -12.00 4.03 15.44 -0.5713
C -0.97 7.78 23.49 -0.0988
C -2.26 7.53 24.27 -0.1046
O -2.66 6.35 23.57 -0.5056
C -2.33 6.50 22.22 0.9845
O -2.96 6.04 21.23 -0.6218
O -1.38 7.35 22.17 -0.4636
H -0.14 7.24 23.94 0.2007
H -0.64 8.82 23.38 0.2098
H -2.92 8.39 24.40 0.1968
H -1.97 7.27 25.29 0.2027
C -0.32 8.89 11.93 -0.1023
C 0.60 8.73 13.10 -0.0936
O -0.36 8.41 14.17 -0.4964
C -1.67 8.56 13.75 0.9859
O -2.66 8.33 14.45 -0.5910
O -1.63 9.07 12.45 -0.4845
H -0.24 8.07 11.22 0.1961
H -0.04 9.82 11.43 0.1952
H 1.13 9.66 13.28 0.1842
H 1.39 8.01 12.90 0.2068
C -4.90 -1.23 22.88 -0.0890
C -6.19 -0.90 23.59 -0.0998
O -6.90 -0.14 22.67 -0.4631
C -6.26 0.03 21.56 0.9845
O -6.58 0.89 20.66 -0.6259
O -5.16 -0.72 21.63 -0.4810
H -4.62 -2.28 22.78 0.2037
H -4.11 -0.66 23.36 0.1801
H -6.02 -0.29 24.47 0.1949
H -6.67 -1.85 23.83 0.1956
C -10.80 13.77 13.67 -0.6243
C -11.07 12.30 13.44 0.0643
C -10.30 11.71 12.22 -0.0799
O -9.89 10.55 12.81 -0.4688
C -10.02 10.45 14.08 0.9808
O -9.60 9.48 14.72 -0.6224
O -10.51 11.59 14.54 -0.4846
H -11.42 14.37 13.01 0.2216
H -9.74 13.86 13.43 0.2130
H -11.05 14.08 14.68 0.2334
H -12.10 11.98 13.27 0.1886
H -9.44 12.31 11.89 0.1782
H -10.97 11.64 11.36 0.2001
C -11.98 4.16 25.93 -0.6317
C -12.39 4.96 24.66 0.0582
C -12.12 6.43 24.79 -0.0820
O -11.55 6.61 23.53 -0.4830
C -11.18 5.56 22.87 0.9862
O -10.54 5.57 21.77 -0.6152
O -11.60 4.48 23.62 -0.4882
H -12.27 3.11 25.87 0.2295
H -12.28 4.56 26.90 0.2207
H -10.90 4.09 25.81 0.2220
H -13.42 4.85 24.33 0.1876
H -11.41 6.69 25.57 0.1865
H -13.00 7.07 24.81 0.2096
```

As for the calculated total energy: -90266.4908 eV. The calculation puts the relative energy (zero: lowest compared OMol25 entry of this formula, charge and spin) at 1443.69 kJ/mol. The orbital gap is 4.1 eV. The calculation puts the LUMO energy at -5.084 eV.

What are the HOMO energy values for these records? In order: -8.2, -8.9, -9.6, -9.2 eV.